Here is a 10-piece molecular cluster, C22H50Cl12N2O4 overall from the Open Molecules 2025 dataset. Energies are from wB97M-V/def2-TZVPD.

Values from the calculation:
total charge	0
structure (SMILES)	CC(N)=O.CC(N)=O.CC(C)O.CC(C)O.ClCCCl.ClCCCl.ClCCCl.ClCCCl.ClCCCl.ClCCCl
orbital gap	0.362	Ha
lowest unoccupied orbital energy	0.19	eV

Each line ends with the Löwdin charge.
Positions of all 90 atoms, in Å:
Cl (-7.0990, -9.0684, -6.7466)  0.561
C (-6.8997, -7.3516, -7.2315)  -0.675
C (-7.5170, -7.1387, -8.5642)  -0.662
Cl (-7.2200, -5.4542, -9.0909)  0.541
H (-5.8405, -7.1140, -7.2172)  0.060
H (-7.3813, -6.7588, -6.4591)  0.030
H (-8.5942, -7.2615, -8.5167)  0.069
H (-7.1132, -7.8168, -9.3060)  0.068
Cl (-11.4725, -4.4433, -4.5137)  0.642
C (-9.8716, -5.1699, -4.7935)  -0.607
C (-9.5926, -6.0005, -3.5748)  -0.676
Cl (-7.9075, -6.5189, -3.5518)  0.672
H (-9.1593, -4.3529, -4.8502)  0.034
H (-9.9542, -5.7573, -5.6968)  0.066
H (-10.2681, -6.8647, -3.5559)  0.065
H (-9.8251, -5.4846, -2.6426)  0.021
Cl (-9.2644, -1.4311, -5.6074)  0.556
C (-10.8612, -1.3530, -6.4276)  -0.645
C (-10.6902, -0.8510, -7.8367)  -0.672
Cl (-12.2750, -0.7557, -8.6368)  0.555
H (-11.4962, -0.7246, -5.8095)  0.073
H (-11.2357, -2.3668, -6.3802)  0.018
H (-10.0867, -1.5566, -8.4095)  0.071
H (-10.2095, 0.1165, -7.9128)  0.067
Cl (-3.6128, -3.1898, -3.6297)  0.536
C (-5.2299, -2.4456, -3.7270)  -0.660
C (-6.1982, -3.2907, -4.4850)  -0.700
Cl (-5.6869, -3.5802, -6.1706)  0.541
H (-5.0860, -1.4974, -4.2296)  0.068
H (-5.6181, -2.3412, -2.7174)  0.051
H (-7.1810, -2.8239, -4.4906)  0.009
H (-6.2868, -4.2709, -4.0249)  0.013
Cl (-9.5307, -0.0616, -2.2580)  0.538
C (-8.2691, -0.4370, -1.0442)  -0.642
C (-8.5513, -1.7273, -0.3221)  -0.630
Cl (-8.4552, -3.1574, -1.3864)  0.603
H (-8.3018, 0.4001, -0.3485)  0.073
H (-7.2926, -0.4399, -1.5230)  0.064
H (-9.5336, -1.7325, 0.1436)  0.074
H (-7.8274, -1.8651, 0.4849)  0.078
Cl (-4.8892, -10.1089, -1.8491)  0.538
C (-3.9288, -8.9429, -2.8102)  -0.637
C (-4.8518, -8.2226, -3.7770)  -0.661
Cl (-4.0368, -6.7607, -4.4464)  0.541
H (-3.1926, -9.5159, -3.3530)  0.068
H (-3.5014, -8.2283, -2.1198)  0.061
H (-5.7462, -7.8354, -3.3191)  -0.022
H (-5.1235, -8.8264, -4.6365)  0.034
C (-13.1694, -6.2856, -7.7058)  -0.068
C (-13.0447, -7.1767, -6.5141)  -0.509
C (-14.0343, -8.3337, -6.5831)  -0.058
O (-11.6798, -7.6470, -6.5648)  -0.089
H (-12.4876, -5.4388, -7.5780)  0.068
H (-14.1758, -5.9059, -7.8669)  0.081
H (-12.8368, -6.8400, -8.5833)  0.088
H (-13.1903, -6.6401, -5.5668)  0.107
H (-13.7087, -9.0721, -7.3181)  0.084
H (-15.0319, -7.9709, -6.8428)  0.076
H (-14.1078, -8.8564, -5.6230)  0.074
H (-11.5071, -8.3062, -5.8622)  0.039
C (-13.0572, -6.2838, -1.1085)  -0.050
C (-13.3453, -4.7948, -0.8965)  -0.473
C (-14.1663, -4.5506, 0.3805)  -0.058
O (-12.1309, -4.0312, -0.7629)  -0.088
H (-12.3319, -6.6455, -0.3739)  0.064
H (-12.7229, -6.5839, -2.1041)  0.066
H (-14.0067, -6.7971, -0.9121)  0.079
H (-13.9664, -4.3917, -1.7178)  0.134
H (-13.5917, -4.7478, 1.2800)  0.080
H (-15.0891, -5.1267, 0.3442)  0.076
H (-14.4865, -3.5029, 0.3528)  0.079
H (-11.4795, -4.2280, -1.4428)  0.030
O (-10.9097, -9.4118, -4.4591)  0.015
C (-10.5448, -10.3513, -3.7690)  -0.566
N (-9.9873, -10.1746, -2.5531)  0.192
C (-10.7682, -11.7826, -4.2111)  0.004
H (-9.6395, -10.9293, -2.0023)  0.100
H (-9.9360, -9.2559, -2.1415)  0.076
H (-11.8291, -11.9722, -4.0396)  0.091
H (-10.1728, -12.4956, -3.6521)  0.072
H (-10.5538, -11.8480, -5.2720)  0.085
O (-9.9690, -7.8162, -0.2403)  -0.006
C (-9.0674, -7.0087, 0.0544)  -0.566
N (-9.3467, -5.7325, 0.4433)  0.163
C (-7.6178, -7.4209, 0.0487)  -0.019
H (-10.2991, -5.4234, 0.3013)  0.082
H (-8.6294, -5.0541, 0.5619)  0.052
H (-7.5591, -8.3251, -0.5453)  0.063
H (-7.2342, -7.6426, 1.0449)  0.088
H (-6.9930, -6.6257, -0.3684)  0.073

Here is C30H44BrClF5IN2O20P3S as an isolated structure from the Open Molecules 2025 dataset. Energies are from wB97M-V/def2-TZVPD.

Values from the calculation:
total charge	+1
orbital gap	0.216	Ha
lowest unoccupied orbital energy	-4.50	eV

Each line ends with the Löwdin charge.
Positions of all 108 atoms, in Å:
C (4.9323, 0.5350, 1.0234)  -0.166
C (3.8886, 1.2996, 2.0049)  -0.407
P (2.6075, 2.2689, 1.0070)  1.028
C (2.2418, 3.8137, 2.0779)  -0.393
C (2.5511, 5.1889, 1.2866)  -0.161
C (0.9480, 1.3626, 0.9348)  -0.307
N (0.2904, 0.8246, 1.9672)  -0.243
N (0.7123, 0.8522, 3.2748)  0.142
C (-0.9914, 0.2616, 1.3801)  -0.812
I (-2.2704, 2.0543, 1.6866)  0.944
P (-2.0190, -1.0047, 2.4086)  0.642
O (-1.0806, -1.5670, 3.7386)  -0.434
Br (-3.8560, 0.0419, 3.2790)  0.474
C (-0.5948, -0.1298, -0.1383)  -0.476
C (-1.9612, -0.4925, -0.8848)  -0.206
C (-2.0265, -0.2018, -2.4515)  -0.192
C (-0.7226, -0.4835, -3.3080)  -0.204
C (-0.6455, 0.5931, -4.5277)  -0.137
C (0.9204, 0.6149, -4.9471)  -0.190
O (1.2033, 1.5014, -6.0526)  -0.038
C (1.4627, 2.8190, -5.6364)  -0.442
C (1.2131, 3.9716, -6.7399)  0.021
O (1.8954, 3.1772, -4.5363)  0.041
P (0.5418, -1.6716, -0.2734)  0.390
O (-0.0783, -2.8513, -1.3272)  -0.227
O (2.0846, -1.2853, -0.9257)  -0.250
S (0.9129, -2.5360, 1.4063)  0.394
C (0.2536, 1.1677, -0.5318)  -0.603
Cl (-0.5238, 2.5996, -1.3425)  0.635
H (6.0028, 0.6263, 1.4174)  0.082
H (4.9320, 1.0832, 0.0179)  0.059
H (4.6061, -0.5462, 0.8979)  0.068
H (4.5246, 2.0748, 2.5683)  0.092
H (3.4559, 0.6074, 2.7982)  0.067
H (1.1219, 3.8154, 2.3083)  0.065
H (2.7990, 3.7420, 3.0801)  0.090
H (2.7907, 5.0303, 0.1889)  0.063
H (3.3777, 5.7215, 1.8626)  0.078
H (1.6214, 5.8357, 1.3658)  0.072
H (-0.1011, 0.8641, 3.9055)  0.112
H (1.3646, 0.0867, 3.4928)  0.116
H (-1.1667, -2.5482, 3.8062)  0.053
H (-2.2171, -1.6058, -0.7399)  0.121
H (-2.8734, 0.0464, -0.4309)  0.087
H (-2.3739, 0.8843, -2.5881)  0.095
H (-2.8899, -0.8384, -2.8696)  0.135
H (0.2717, -0.3829, -2.7686)  0.059
H (-0.7748, -1.5036, -3.8255)  0.126
H (-0.9075, 1.6374, -4.1349)  0.097
H (-1.3247, 0.3228, -5.3954)  0.130
H (1.1243, -0.4488, -5.3426)  0.142
H (1.5973, 0.7412, -4.0435)  0.118
H (1.9479, 4.8029, -6.4996)  0.085
H (0.1398, 4.3320, -6.6469)  0.096
H (1.4492, 3.5002, -7.7543)  0.094
H (0.4123, -2.8701, -2.1780)  0.079
H (2.0391, -1.2072, -1.9051)  0.064
H (1.1936, 1.0473, -1.1834)  0.084
C (-7.9323, -0.1097, 0.3070)  -0.058
C (-7.2416, -0.9950, -0.6805)  -0.309
O (-5.8715, -0.7858, -0.3915)  0.145
C (-5.8240, -0.4756, 0.9333)  -0.488
O (-4.8148, -0.4950, 1.6027)  -0.353
O (-7.0476, -0.1453, 1.4200)  0.068
F (-7.4824, -0.5916, -1.9476)  0.094
H (-8.0298, 0.9205, -0.0458)  0.149
H (-8.9204, -0.4813, 0.5798)  0.156
H (-7.4814, -2.0569, -0.5788)  0.183
C (0.4393, -6.3855, 2.0996)  -0.083
C (1.8062, -6.5023, 2.6941)  -0.329
O (1.9082, -7.8758, 3.0039)  0.138
C (1.1151, -8.5150, 2.0921)  -0.528
O (1.1573, -9.6835, 1.8705)  0.189
O (0.2738, -7.6439, 1.4617)  0.078
F (1.8969, -5.7909, 3.8458)  0.062
H (-0.3399, -6.2572, 2.8564)  0.148
H (0.3677, -5.5686, 1.3800)  0.105
H (2.6165, -6.2164, 2.0175)  0.178
C (-8.6880, 2.2760, 2.6148)  -0.085
C (-8.6766, 3.4952, 3.4831)  -0.317
O (-9.2961, 4.4727, 2.6727)  0.146
C (-10.1533, 3.7857, 1.8615)  -0.526
O (-11.0328, 4.2880, 1.2370)  0.191
O (-9.8792, 2.4465, 1.8608)  0.066
F (-7.4087, 3.8931, 3.7463)  0.079
H (-7.8319, 2.2353, 1.9362)  0.129
H (-8.7201, 1.3530, 3.1951)  0.146
H (-9.2321, 3.3866, 4.4188)  0.180
C (5.5962, -5.3824, 5.8706)  -0.064
C (4.5047, -5.2742, 6.8885)  -0.324
O (4.4443, -3.8864, 7.1521)  0.142
C (4.8492, -3.2796, 5.9999)  -0.536
O (4.6745, -2.1243, 5.7523)  0.159
O (5.4708, -4.1560, 5.1609)  0.071
F (4.8408, -5.9161, 8.0313)  0.084
H (6.5898, -5.4409, 6.3229)  0.150
H (5.4631, -6.2364, 5.2056)  0.143
H (3.5286, -5.6241, 6.5403)  0.172
C (4.8883, 3.6431, -6.1950)  -0.076
C (5.2250, 2.7489, -7.3473)  -0.322
O (6.4611, 3.2584, -7.8008)  0.143
C (7.0598, 3.7986, -6.6985)  -0.529
O (8.2150, 4.0799, -6.6337)  0.185
O (6.1705, 3.9691, -5.6773)  0.079
F (4.3143, 2.8750, -8.3439)  0.073
H (4.3794, 4.5593, -6.5067)  0.142
H (4.2779, 3.1416, -5.4433)  0.125
H (5.3376, 1.6941, -7.0806)  0.177

Here is a 2-piece molecular cluster, CH3F2N4O overall from the Open Molecules 2025 dataset. Energies are from wB97M-V/def2-TZVPD.

Values from the calculation:
total charge	+1
orbital gap (alpha / beta)	0.357 / 0.168	Ha
lowest unoccupied orbital energy (alpha / beta)	-6.58 / -9.21	eV

Each line ends with the Löwdin charge.
Positions of all 11 atoms, in Å:
C (0.6982, -0.2517, -0.2479)  -0.435
N (2.7229, 0.1700, 0.7720)  0.301
N (1.9886, 0.2012, -0.1466)  0.164
N (-0.3174, 0.6041, -0.2669)  0.285
N (-2.8377, -0.1213, -0.1991)  -0.001
O (0.4889, -1.5139, -0.4891)  0.211
F (-3.0180, 1.1510, 0.0815)  0.003
F (-2.8573, -0.8213, 0.8938)  0.026
H (3.7179, 0.5255, 0.5039)  0.205
H (-0.1918, 1.5849, -0.0658)  0.108
H (-0.3941, -1.5284, -0.8360)  0.131

Here is a single C4H7N3 molecule from the Open Molecules 2025 dataset. Energies are from wB97M-V/def2-TZVPD.

Values from the calculation:
total charge	0
orbital gap	0.293	Ha
lowest unoccupied orbital energy	0.67	eV

Each line ends with the Löwdin charge.
Positions of all 14 atoms, in Å:
N (0.5392, 1.3078, 2.1544)  0.092
C (0.3000, 0.2694, 1.2530)  -0.530
C (-0.0588, 0.6854, -0.1038)  -0.042
C (-0.4571, -0.3095, -0.9150)  -0.336
N (-0.7223, -0.4372, -2.3594)  0.071
C (-0.7679, -1.5718, -1.2888)  0.006
N (0.3273, -0.9823, 1.5447)  0.104
H (1.0889, 1.0426, 2.9600)  0.084
H (0.8464, 2.1790, 1.7462)  0.077
H (-0.0479, 1.7246, -0.4145)  0.092
H (0.0696, -0.2435, -2.9700)  0.144
H (-1.6146, -0.1559, -2.7504)  0.134
H (-0.0566, -2.3831, -1.3854)  0.071
H (0.5538, -1.1254, 2.5289)  0.035

Computed relative energy (zero: lowest compared OMol25 entry of this formula, charge and spin), in the same sequence as the records: 0.0; 121.5; 39.0; 83.2 kcal per mole.